# 1
The following is a DFT calculation (ωB97M-V/def2-TZVPD) of 7 unconnected molecules or ions with the total composition C61H136N5O4P2 in a non-equilibrium geometry.

XYZ file:
```
208
Properties=species:S:1:pos:R:3
P 18.07834 -6.83828 -9.50316
O 16.86691 -6.51590 -8.57640
O 19.32706 -7.43657 -8.79088
O 18.52691 -5.50169 -10.20382
O 17.55494 -7.80831 -10.61123
C 13.41066 -5.56496 -5.74366
C 14.10978 -6.21984 -4.54637
C 15.64132 -6.23601 -4.60340
C 16.19885 -7.36904 -5.45302
N 17.65352 -7.69018 -5.20609
C 18.00084 -8.14319 -3.79351
C 19.46614 -7.77289 -3.58579
C 19.85768 -6.88368 -4.78656
C 18.54141 -6.48811 -5.43712
C 18.04824 -8.75208 -6.15321
H 13.68057 -6.04438 -6.68386
H 13.54838 -4.48519 -5.74984
H 12.33688 -5.73857 -5.62989
H 13.75200 -7.24600 -4.43982
H 13.78720 -5.66401 -3.66686
H 15.89466 -6.38771 -3.54744
H 16.08928 -5.28267 -4.88410
H 16.10346 -7.08287 -6.50754
H 15.73138 -8.32829 -5.21742
H 17.68606 -9.18409 -3.74864
H 17.29658 -7.58708 -3.17902
H 20.13062 -8.63313 -3.59356
H 19.51257 -7.27096 -2.62342
H 20.45693 -7.41389 -5.52211
H 20.35733 -5.97997 -4.44348
H 18.55036 -6.32455 -6.52033
H 18.06140 -5.63553 -4.96327
H 17.41652 -9.63566 -6.05757
H 19.09239 -9.01917 -6.01125
H 17.96451 -8.37291 -7.17615
C 24.58544 -8.99236 -10.19442
C 23.43211 -9.35448 -9.27855
C 22.36650 -10.21617 -9.95897
C 21.12901 -10.26050 -9.08708
N 19.87064 -10.74756 -9.80372
C 18.67802 -10.63662 -8.87835
C 17.91144 -11.95666 -9.02507
C 18.54962 -12.68368 -10.20267
C 19.98640 -12.22066 -10.06440
C 19.63255 -9.97582 -11.05248
H 25.38668 -8.49377 -9.65410
H 24.24425 -8.42629 -11.06894
H 25.02766 -9.86973 -10.67831
H 22.98054 -8.47207 -8.81045
H 23.81502 -9.90099 -8.40894
H 22.77262 -11.22707 -10.05561
H 22.12651 -9.85008 -10.95392
H 20.79416 -9.24930 -8.80911
H 21.18310 -10.82693 -8.15889
H 18.04298 -9.80612 -9.19373
H 19.06875 -10.41188 -7.89284
H 16.83494 -11.87891 -9.19184
H 17.91747 -12.53714 -8.09800
H 18.15762 -12.35366 -11.16592
H 18.47427 -13.76836 -10.19599
H 20.57966 -12.44199 -10.94831
H 20.40784 -12.68478 -9.17370
H 18.62544 -10.22208 -11.37454
H 20.31894 -10.35322 -11.80744
H 19.72642 -8.92482 -10.78662
C 11.28571 -7.40219 -13.91968
C 12.38384 -8.26190 -13.28643
C 12.28704 -8.36974 -11.77020
C 13.58883 -8.95071 -11.22666
N 13.93802 -8.56613 -9.81093
C 12.83735 -9.04041 -8.90087
C 13.52105 -9.63943 -7.67489
C 14.77598 -10.25235 -8.28544
C 15.20845 -9.27293 -9.38829
C 14.12376 -7.09887 -9.62974
H 11.19491 -6.43401 -13.42866
H 10.31427 -7.89268 -13.80994
H 11.43747 -7.37538 -14.99730
H 13.37200 -7.95997 -13.64576
H 12.30072 -9.24814 -13.76208
H 11.48245 -9.03793 -11.46428
H 12.05443 -7.38433 -11.36458
H 14.46266 -8.77147 -11.85215
H 13.53109 -10.04097 -11.17366
H 12.17636 -8.21840 -8.63535
H 12.22408 -9.80118 -9.38064
H 13.75363 -8.81282 -6.99655
H 12.93201 -10.38907 -7.15554
H 15.57939 -10.46047 -7.58428
H 14.47320 -11.16948 -8.80269
H 15.90417 -8.54342 -8.97084
H 15.67025 -9.78012 -10.22754
H 14.95051 -6.75854 -10.24674
H 14.32158 -6.94475 -8.57758
H 13.18393 -6.62664 -9.90769
C 11.98195 -1.38256 -9.97776
C 12.86234 -2.42833 -9.32238
C 14.30157 -1.94000 -9.19887
C 15.19643 -3.00669 -8.58631
N 16.66659 -2.69166 -8.56570
C 17.00006 -1.27719 -8.06908
C 18.11991 -1.44131 -7.06741
C 17.94325 -2.83668 -6.49408
C 17.36877 -3.64566 -7.65337
C 17.23449 -2.83139 -9.94178
H 12.20280 -1.34739 -11.04888
H 12.15714 -0.37482 -9.59803
H 10.91008 -1.55365 -9.89200
H 12.86779 -3.38579 -9.85161
H 12.51752 -2.64651 -8.30507
H 14.36140 -1.02170 -8.61188
H 14.72989 -1.63999 -10.16362
H 15.10944 -4.00547 -9.01348
H 14.94656 -3.06982 -7.52075
H 17.17394 -0.57007 -8.87021
H 16.08179 -1.02575 -7.53766
H 19.08818 -1.33757 -7.57573
H 18.17247 -0.63891 -6.33262
H 18.88607 -3.23721 -6.12605
H 17.24966 -2.77525 -5.64936
H 18.19384 -4.11387 -8.19001
H 16.78217 -4.49019 -7.30388
H 17.04463 -3.85854 -10.25958
H 18.31743 -2.76570 -9.89418
H 16.79607 -2.10078 -10.61440
C 23.30912 -2.82602 -14.29119
C 22.26750 -2.67426 -13.18972
C 22.59650 -3.53126 -11.98480
C 21.54370 -3.55344 -10.91117
N 21.89270 -4.36862 -9.70928
C 20.83272 -4.26725 -8.61318
C 21.55728 -4.38873 -7.26245
C 23.03237 -4.56763 -7.61099
C 23.11642 -3.91227 -8.96146
C 22.02194 -5.80191 -10.11570
H 24.30424 -2.48191 -14.00177
H 23.02086 -2.23743 -15.16148
H 23.42072 -3.87001 -14.59253
H 21.31944 -3.02094 -13.62197
H 22.10459 -1.62931 -12.91757
H 23.55109 -3.27072 -11.50966
H 22.83885 -4.53942 -12.33849
H 20.61980 -4.02111 -11.26782
H 21.26576 -2.56030 -10.55334
H 20.20687 -5.11226 -8.91255
H 20.28097 -3.33460 -8.70079
H 21.12529 -5.28172 -6.80982
H 21.34307 -3.56092 -6.59037
H 23.37384 -5.60166 -7.66221
H 23.70923 -4.07990 -6.91051
H 24.09095 -3.96267 -9.44564
H 22.91112 -2.83429 -8.91448
H 22.89884 -5.98468 -10.72872
H 21.10677 -6.04583 -10.65176
H 22.08930 -6.39611 -9.20929
C 14.48098 -3.17421 -12.76194
C 14.21535 -4.67506 -12.57220
C 15.28872 -5.52537 -13.27360
C 16.68401 -5.37744 -12.68166
P 17.91162 -6.44096 -13.46051
C 17.29231 -8.14127 -13.57911
C 17.18286 -8.71540 -14.99548
C 16.72411 -10.16142 -15.05903
C 15.34213 -10.40200 -14.44825
C 19.59697 -6.56320 -12.83649
C 20.50212 -7.44815 -13.71709
C 21.86157 -7.61693 -13.07819
C 22.71454 -8.63036 -13.85092
C 18.15616 -5.73561 -15.13118
C 18.75564 -4.33384 -15.18512
C 20.12238 -4.26829 -15.86404
C 20.55444 -2.92045 -16.41278
H 14.10483 -2.56208 -11.94210
H 13.93033 -2.83852 -13.64514
H 15.51246 -2.87405 -12.94924
H 13.31077 -4.95554 -13.11589
H 14.05362 -4.88602 -11.51494
H 15.25586 -5.30956 -14.34176
H 15.00087 -6.56298 -13.08325
H 16.75603 -5.71072 -11.63186
H 17.07199 -4.36077 -12.58683
H 16.31588 -8.14473 -13.09790
H 17.94459 -8.80055 -13.00833
H 18.13260 -8.60690 -15.52953
H 16.49786 -8.11968 -15.61195
H 17.44759 -10.88518 -14.67106
H 16.62996 -10.43233 -16.11451
H 14.58798 -9.88795 -15.05088
H 15.28812 -10.12021 -13.39651
H 15.06688 -11.45327 -14.55416
H 19.57491 -6.95201 -11.81822
H 20.01368 -5.55049 -12.81202
H 20.59545 -6.97952 -14.69781
H 20.04861 -8.43849 -13.81768
H 21.77868 -8.06507 -12.07714
H 22.40585 -6.68650 -12.89127
H 23.74184 -8.76699 -13.51457
H 22.77531 -8.39415 -14.91571
H 22.22135 -9.60334 -13.75858
H 17.15779 -5.76610 -15.58006
H 18.69126 -6.46343 -15.74382
H 18.86469 -3.85092 -14.20439
H 18.02835 -3.69948 -15.69680
H 20.15818 -5.04746 -16.63358
H 20.90464 -4.61024 -15.16963
H 19.69434 -2.32892 -16.74302
H 21.12033 -2.99904 -17.34507
H 21.18760 -2.33081 -15.75242
```

## Properties
- HOMO energy (eV) = -12.88
- total energy (eV) = -99663.1963
- HOMO-LUMO gap (eV) = 7.9
- net charge = +3
- molar mass (g mol⁻¹) = 1065.74
- E_LUMO (eV) = -5.0
- ΔE to the lowest compared entry with this formula, charge and spin (kcal per mole) = 0.0
- maximum force (eV/Å) = 2.0

***

# 2
The following is a DFT calculation (ωB97M-V/def2-TZVPD) of 12 unconnected molecules or ions with the total composition BH26O11 in a non-equilibrium geometry.

XYZ file:
```
38
Properties=species:S:1:pos:R:3
B -0.47658 0.24407 -0.26642
H -0.76796 -0.59703 0.54500
H -1.29318 0.50368 -1.07907
H -0.25348 1.23203 0.38382
H 0.54667 -0.06507 -0.80595
O 1.82134 0.56933 1.70764
H 1.73724 1.30984 2.31266
H 0.93490 0.45830 1.31826
O -3.74984 0.78344 -0.88483
H -2.81428 0.51266 -0.83319
H -3.71246 1.66558 -1.26391
O 2.20159 0.41908 -3.14953
H 2.15576 0.48314 -2.18073
H 3.04371 -0.01231 -3.31288
O 1.43040 -2.40563 -0.15572
H 1.49524 -2.39067 0.81051
H 0.92189 -1.60617 -0.37398
O -2.43119 -1.38546 2.41900
H -1.86341 -1.03961 1.71171
H -2.95830 -2.06336 1.98790
O 0.55085 2.97942 -1.31903
H -0.00353 2.25125 -0.98068
H 1.16929 3.15157 -0.60476
O 3.14006 0.12679 -0.87033
H 2.79760 -0.75317 -0.64977
H 2.74966 0.70218 -0.19311
O 0.08815 2.69498 3.04193
H 0.81260 2.60129 3.66831
H 0.50041 2.93923 2.20658
O 0.54832 -2.50841 2.56619
H 0.25874 -3.34088 2.94857
H -0.13385 -1.87557 2.81945
O -0.76847 0.21634 -3.51685
H -0.91668 0.21218 -2.56222
H 0.18581 0.36274 -3.57378
O -2.19999 -2.38620 -0.89515
H -3.06488 -2.32368 -0.48035
H -1.68217 -1.66592 -0.49530
```

## Properties
- HOMO energy (eV) = -7.08
- total energy (eV) = -23622.3420
- HOMO-LUMO gap (eV) = 9.5
- net charge = -1
- molar mass (g mol⁻¹) = 213.01
- E_LUMO (eV) = 2.4
- ΔE to the lowest compared entry with this formula, charge and spin (kcal per mole) = 16.2
- maximum force (eV/Å) = 1.3

***

# 3
The following is a DFT calculation (ωB97M-V/def2-TZVPD) of a molecular structure, C11H11IO2 in a non-equilibrium geometry.

XYZ file:
```
25
Properties=species:S:1:pos:R:3
C 1.76319 -2.61477 -0.03843
C 0.52462 -2.97238 -0.50938
C 1.98204 -1.30728 0.46093
C -0.55495 -2.02197 -0.44779
C 0.89922 -0.41024 0.49612
C -0.37491 -0.78106 0.08091
C -0.74301 0.93444 1.54607
C 0.70769 0.98050 1.03824
C 0.40507 1.80540 -0.34254
C -0.95846 1.34569 -0.83186
C -1.29780 0.37584 0.30214
O 0.50056 3.13847 -0.04581
O -1.01239 0.87237 -2.13146
I -3.39111 0.07384 0.05425
H 2.52521 -3.41028 0.17536
H 0.24785 -3.99030 -0.66828
H 2.99398 -0.91312 0.64387
H -1.49097 -2.24774 -0.93182
H -0.91431 0.23929 2.46801
H -1.16188 1.93453 1.76358
H 1.43437 1.41807 1.78451
H 1.16357 1.60547 -1.12828
H -1.59653 2.19838 -0.77574
H -0.06297 3.72249 -0.63090
H -1.58808 0.02434 -2.33170
```

## Properties
- HOMO energy (eV) = -9.11
- total energy (eV) = -23779.6608
- HOMO-LUMO gap (eV) = 9.6
- molar mass (g mol⁻¹) = 302.11
- E_LUMO (eV) = 0.4
- ΔE to the lowest compared entry with this formula, charge and spin (kcal per mole) = 0.0
- maximum force (eV/Å) = 3.3